C45H30F5N2P2PdS as an isolated structure. Source: OMol25; level of theory: ωB97M-V/def2-TZVPD.

Calculated values
- E_LUMO: 2.401 eV
- Highest occupied orbital energy: -4.77 eV
- Gap between HOMO and LUMO: 7.17 eV
- Relative energy (zero: lowest compared OMol25 entry of this formula, charge and spin): 0.0 kcal per mole

```
! RIJCOSX wB97M-V def2-TZVPD def2/J DEFGRID3
* xyz -1 1
Pd -1.52070 -0.68413 0.55823
C -1.41481 -2.56701 3.07737
P -1.40941 -2.79618 1.25567
C -2.76363 -3.97541 0.95034
C -2.58233 -5.34100 1.17029
C -3.63800 -6.22395 1.00846
C -4.88536 -5.75009 0.62022
C -5.07107 -4.39442 0.39817
C -4.01423 -3.50835 0.56223
C 0.07612 -3.74433 0.83318
C 1.02094 -4.15082 1.76821
C 2.15657 -4.83558 1.35285
C 2.35509 -5.10492 0.00706
C 1.42244 -4.67964 -0.93220
C 0.28890 -3.99728 -0.52278
C -0.49220 -1.41154 3.29863
C 0.46713 -1.14728 4.25322
C 1.13158 0.03114 3.82855
C 0.56258 0.40839 2.62570
C 0.99422 1.49587 1.68717
P 1.47443 0.72418 0.06049
C 1.92089 2.17690 -0.96378
C 2.96926 2.11908 -1.88405
C 3.19801 3.16235 -2.76882
C 2.38316 4.28652 -2.75405
C 1.33606 4.35644 -1.84669
C 1.10803 3.31164 -0.96213
C 3.13940 0.11267 0.55070
C 3.34444 -1.26193 0.59747
C 4.55838 -1.78481 1.03103
C 5.58258 -0.93524 1.41471
C 5.39154 0.44170 1.36758
C 4.17894 0.95802 0.94260
N -0.44711 -0.45803 2.31521
H -1.13496 -3.46770 3.62634
H -2.45573 -2.33390 3.32739
H -1.60739 -5.71566 1.45961
H -3.48718 -7.28235 1.18048
H -5.70922 -6.43994 0.48602
H -6.03784 -4.01979 0.08719
H -4.16407 -2.44960 0.38374
H 0.89429 -3.90546 2.81484
H 2.89398 -5.14299 2.08406
H 3.24599 -5.63020 -0.31461
H 1.58701 -4.86492 -1.98591
H -0.42550 -3.63052 -1.25287
H 0.66232 -1.72280 5.14596
H 1.95013 0.53225 4.32323
H 1.86015 2.01420 2.10199
H 0.19601 2.21832 1.51508
H 3.60560 1.24248 -1.92107
H 4.00929 3.08872 -3.48283
H 2.55577 5.09523 -3.45296
H 0.68422 5.22209 -1.82806
H 0.27520 3.36909 -0.27640
H 2.54560 -1.92894 0.29346
H 4.69542 -2.85823 1.06595
H 6.52971 -1.34040 1.75002
H 6.18925 1.11159 1.66548
H 4.03650 2.03242 0.90748
F 0.29408 2.31874 -5.26122
C -0.33083 1.54221 -4.37022
C -1.60358 1.86408 -3.93810
F -2.19540 2.97793 -4.39563
C -2.27089 1.02522 -3.06430
F -3.52264 1.35873 -2.73619
C -1.69538 -0.13830 -2.56420
S -2.55779 -1.22264 -1.47650
C -0.40867 -0.42501 -3.01233
F 0.22309 -1.53117 -2.60177
C 0.26781 0.38765 -3.90455
F 1.48711 0.04628 -4.34338
N -2.81793 9.20740 -0.66510
C -2.70621 8.06968 -0.53387
C -2.56914 6.64975 -0.36918
C -3.01633 5.78198 -1.36635
C -2.88603 4.41702 -1.20669
C -2.30601 3.88149 -0.04763
C -1.86101 4.76697 0.94510
C -1.98902 6.13293 0.78913
C -2.12567 2.47593 0.10911
C -1.88735 1.29109 0.25234
H -3.46133 6.18711 -2.26568
H -3.22318 3.74067 -1.97954
H -1.41314 4.36032 1.84250
H -1.64096 6.80800 1.55983
*
```

From a Mulliken analysis of the wavefunction, the atomic charges in e read: 0.17 -1.17 1.63 0.62 -0.47 -0.67 -0.44 -0.75 -0.49 0.42 -0.12 -0.75 -0.49 -0.58 -0.33 -0.09 -1.10 -0.97 -0.23 -0.64 1.44 -0.05 -0.56 -0.62 -0.64 -0.37 -0.15 -0.08 -0.12 -0.32 -0.52 -0.72 -0.45 0.24 0.44 0.52 0.36 0.40 0.37 0.40 0.42 0.22 0.43 0.39 0.42 0.34 0.45 0.46 0.69 0.12 0.46 0.36 0.37 0.46 -0.14 0.09 0.41 0.37 0.38 0.38 -0.39 0.82 0.47 -0.40 0.16 -0.49 0.35 -0.59 0.01 -0.31 0.22 -0.44 -0.57 0.04 0.66 -0.84 -0.27 0.48 0.03 -0.87 0.25 -1.33 0.46 0.43 0.51 0.45